{
  "formula": "C21H34BF5O19P",
  "method": "ωB97M-V with the def2-TZVPD basis set",
  "total_charge": -1,
  "homo_lumo_gap_ev": 9.615,
  "fmax_ev_per_a": 4.5,
  "species": ["B", "H", "H", "H", "H", "C", "C", "O", "C", "O", "O", "F", "H", "H", "H", "C", "C", "O", "C", "O", "O", "F", "H", "H", "H", "C", "C", "O", "C", "O", "O", "F", "H", "H", "H", "C", "C", "O", "C", "O", "O", "F", "H", "H", "H", "C", "C", "O", "C", "O", "O", "F", "H", "H", "H", "C", "C", "O", "P", "O", "O", "C", "C", "O", "C", "C", "H", "H", "H", "H", "H", "H", "H", "H", "H", "H", "H", "H", "H", "H", "H"],
  "coordinates": [[-27.389, 9.430, -22.036], [-26.539, 8.859, -21.698], [-28.085, 8.673, -22.363], [-27.889, 9.907, -21.208], [-27.098, 10.093, -22.836], [-23.801, 10.764, -22.063], [-24.625, 11.634, -21.241], [-24.659, 12.728, -22.116], [-24.771, 12.246, -23.383], [-25.244, 12.845, -24.345], [-24.346, 10.986, -23.407], [-24.182, 12.005, -20.037], [-23.602, 9.697, -21.962], [-22.803, 11.172, -21.908], [-25.620, 11.200, -21.144], [-28.097, 13.066, -21.604], [-28.563, 12.569, -20.209], [-29.772, 13.336, -20.140], [-30.221, 13.849, -21.268], [-31.123, 14.690, -21.418], [-29.320, 13.544, -22.173], [-27.665, 12.796, -19.214], [-27.673, 12.178, -22.073], [-27.299, 13.808, -21.639], [-28.696, 11.489, -20.278], [-28.811, 10.671, -24.901], [-29.233, 10.025, -26.221], [-29.892, 11.159, -26.770], [-30.205, 12.073, -25.827], [-31.027, 12.926, -25.837], [-29.549, 11.808, -24.772], [-30.027, 9.001, -26.041], [-27.769, 10.989, -24.913], [-28.939, 10.092, -23.987], [-28.313, 9.641, -26.661], [-30.629, 8.090, -20.747], [-31.155, 8.282, -22.186], [-31.162, 9.717, -22.284], [-31.379, 10.187, -21.053], [-31.798, 11.292, -20.802], [-31.178, 9.171, -20.110], [-32.480, 7.980, -22.295], [-29.539, 8.110, -20.784], [-31.068, 7.245, -20.217], [-30.640, 7.835, -23.037], [-26.677, 6.203, -23.709], [-27.602, 6.988, -24.579], [-28.853, 6.280, -24.748], [-28.753, 5.293, -23.863], [-29.627, 4.657, -23.359], [-27.480, 5.067, -23.552], [-27.026, 7.182, -25.811], [-26.520, 6.579, -22.698], [-25.703, 6.005, -24.155], [-27.690, 7.967, -24.108], [-25.076, 4.111, -17.376], [-26.628, 4.083, -17.418], [-26.887, 5.469, -17.513], [-28.378, 6.108, -17.572], [-29.102, 5.763, -16.381], [-28.996, 5.632, -19.049], [-29.531, 4.334, -19.238], [-30.779, 4.359, -20.106], [-28.171, 7.740, -17.577], [-27.108, 8.316, -18.365], [-26.766, 9.721, -17.929], [-24.802, 5.114, -17.046], [-24.789, 3.346, -16.655], [-24.655, 3.951, -18.369], [-27.036, 3.560, -18.283], [-27.102, 3.762, -16.490], [-28.847, 3.729, -19.833], [-29.811, 3.805, -18.327], [-30.711, 4.870, -21.066], [-30.973, 3.359, -20.494], [-31.660, 4.604, -19.513], [-26.278, 7.611, -18.322], [-27.373, 8.250, -19.420], [-25.907, 10.073, -18.501], [-27.502, 10.506, -18.103], [-26.455, 9.734, -16.885]]
}


{
  "formula": "C56H147N7O21",
  "method": "ωB97M-V with the def2-TZVPD basis set",
  "total_charge": 0,
  "de_lowest_kcal_mol": 0.0,
  "homo_lumo_gap_ev": 8.626,
  "fmax_ev_per_a": 2.8,
  "species": ["C", "O", "C", "C", "N", "C", "C", "O", "C", "H", "H", "H", "H", "H", "H", "H", "H", "H", "H", "H", "H", "H", "H", "H", "C", "O", "C", "C", "N", "C", "C", "O", "C", "H", "H", "H", "H", "H", "H", "H", "H", "H", "H", "H", "H", "H", "H", "H", "C", "O", "C", "C", "N", "C", "C", "O", "C", "H", "H", "H", "H", "H", "H", "H", "H", "H", "H", "H", "H", "H", "H", "H", "C", "O", "C", "C", "N", "C", "C", "O", "C", "H", "H", "H", "H", "H", "H", "H", "H", "H", "H", "H", "H", "H", "H", "H", "C", "O", "C", "C", "N", "C", "C", "O", "C", "H", "H", "H", "H", "H", "H", "H", "H", "H", "H", "H", "H", "H", "H", "H", "C", "O", "C", "C", "N", "C", "C", "O", "C", "H", "H", "H", "H", "H", "H", "H", "H", "H", "H", "H", "H", "H", "H", "H", "C", "O", "C", "C", "N", "C", "C", "O", "C", "H", "H", "H", "H", "H", "H", "H", "H", "H", "H", "H", "H", "H", "H", "H", "C", "C", "O", "H", "H", "H", "H", "H", "H", "C", "C", "O", "H", "H", "H", "H", "H", "H", "C", "C", "O", "H", "H", "H", "H", "H", "H", "C", "C", "O", "H", "H", "H", "H", "H", "H", "C", "C", "O", "H", "H", "H", "H", "H", "H", "C", "C", "O", "H", "H", "H", "H", "H", "H", "C", "C", "O", "H", "H", "H", "H", "H", "H"],
  "coordinates": [[-30.201, -29.377, 16.546], [-29.450, -28.625, 17.466], [-29.089, -27.305, 16.982], [-28.413, -26.484, 18.042], [-29.198, -26.286, 19.245], [-28.391, -25.568, 20.248], [-29.045, -25.467, 21.622], [-29.174, -26.784, 22.106], [-29.905, -26.797, 23.341], [-29.768, -29.311, 15.548], [-31.190, -28.938, 16.415], [-30.404, -30.397, 16.871], [-30.045, -26.899, 16.653], [-28.464, -27.444, 16.100], [-28.020, -25.556, 17.627], [-27.562, -27.119, 18.288], [-29.555, -27.165, 19.592], [-28.215, -24.570, 19.847], [-27.413, -26.028, 20.389], [-30.012, -24.967, 21.677], [-28.462, -24.849, 22.305], [-29.953, -27.788, 23.791], [-30.927, -26.529, 23.075], [-29.587, -26.124, 24.137], [-20.663, -22.821, 19.943], [-19.452, -23.451, 19.925], [-18.621, -22.983, 18.863], [-17.208, -23.488, 19.156], [-16.633, -22.874, 20.331], [-15.328, -23.473, 20.625], [-14.852, -22.995, 21.969], [-15.848, -23.342, 22.965], [-15.736, -22.791, 24.276], [-21.332, -23.350, 20.622], [-21.150, -22.862, 18.969], [-20.620, -21.759, 20.187], [-18.550, -21.900, 18.956], [-18.917, -23.285, 17.859], [-16.654, -23.293, 18.238], [-17.265, -24.573, 19.247], [-17.218, -23.083, 21.128], [-14.576, -23.258, 19.866], [-15.338, -24.559, 20.713], [-14.745, -21.912, 21.898], [-13.889, -23.385, 22.297], [-14.705, -22.654, 24.601], [-16.290, -23.355, 25.027], [-16.047, -21.750, 24.189], [-25.510, -27.240, 15.673], [-25.901, -25.870, 15.514], [-26.528, -25.629, 14.292], [-26.825, -24.125, 14.251], [-27.792, -23.788, 15.336], [-27.898, -22.327, 15.393], [-28.374, -21.848, 16.763], [-27.590, -22.334, 17.886], [-28.038, -21.810, 19.166], [-24.869, -27.252, 16.554], [-24.993, -27.619, 14.791], [-26.353, -27.874, 15.949], [-27.467, -26.165, 14.152], [-25.854, -25.836, 13.461], [-27.356, -23.996, 13.308], [-25.923, -23.524, 14.143], [-27.359, -24.116, 16.187], [-28.520, -21.933, 14.589], [-26.875, -21.957, 15.322], [-29.439, -22.051, 16.879], [-28.380, -20.759, 16.728], [-27.669, -20.795, 19.309], [-27.571, -22.368, 19.978], [-29.125, -21.823, 19.246], [-23.227, -21.222, 25.656], [-24.073, -21.321, 26.833], [-25.394, -21.692, 26.595], [-26.267, -21.742, 27.871], [-26.670, -20.433, 28.351], [-27.760, -19.805, 27.581], [-28.069, -18.417, 28.143], [-29.295, -17.930, 27.554], [-29.722, -16.666, 28.084], [-23.622, -20.487, 24.955], [-23.013, -22.153, 25.131], [-22.248, -20.826, 25.922], [-25.274, -22.703, 26.206], [-25.913, -21.191, 25.778], [-25.735, -22.412, 28.547], [-27.193, -22.284, 27.681], [-25.867, -19.824, 28.278], [-28.646, -20.439, 27.557], [-27.452, -19.702, 26.540], [-27.315, -17.703, 27.813], [-28.208, -18.394, 29.224], [-29.255, -15.846, 27.539], [-29.387, -16.628, 29.121], [-30.810, -16.634, 28.043], [-23.431, -17.766, 24.129], [-23.188, -17.786, 25.542], [-24.117, -17.010, 26.295], [-24.023, -17.226, 27.833], [-24.197, -18.655, 28.090], [-24.024, -18.962, 29.507], [-24.864, -18.198, 30.560], [-24.221, -16.952, 30.803], [-25.032, -16.111, 31.603], [-22.815, -18.560, 23.706], [-23.133, -16.824, 23.670], [-24.468, -17.986, 23.876], [-25.173, -17.142, 26.059], [-23.938, -15.960, 26.063], [-24.749, -16.618, 28.372], [-22.992, -17.041, 28.135], [-23.521, -19.129, 27.508], [-22.985, -18.740, 29.752], [-24.134, -20.035, 29.665], [-24.990, -18.793, 31.465], [-25.873, -18.174, 30.148], [-25.994, -15.923, 31.125], [-24.492, -15.180, 31.776], [-25.288, -16.552, 32.567], [-24.126, -21.957, 18.130], [-23.225, -22.860, 17.651], [-23.751, -23.810, 16.727], [-22.631, -24.806, 16.388], [-21.566, -24.087, 15.685], [-20.436, -24.892, 15.264], [-19.362, -24.058, 14.576], [-18.918, -22.919, 15.336], [-18.053, -22.097, 14.665], [-24.689, -21.424, 17.365], [-23.599, -21.226, 18.744], [-24.868, -22.371, 18.813], [-24.064, -23.303, 15.815], [-24.628, -24.304, 17.145], [-22.972, -25.622, 15.751], [-22.282, -25.249, 17.320], [-21.282, -23.248, 16.171], [-20.778, -25.709, 14.628], [-20.040, -25.361, 16.165], [-19.759, -23.688, 13.630], [-18.529, -24.697, 14.284], [-17.748, -21.274, 15.311], [-18.494, -21.599, 13.801], [-17.155, -22.589, 14.293], [-19.797, -12.299, 16.809], [-20.148, -13.591, 16.240], [-21.140, -14.288, 16.964], [-21.340, -15.670, 16.408], [-22.552, -16.357, 16.672], [-22.599, -16.912, 18.052], [-23.885, -17.746, 18.398], [-25.013, -16.903, 18.630], [-26.155, -17.655, 19.042], [-19.258, -12.326, 17.756], [-20.662, -11.645, 16.908], [-19.128, -11.932, 16.031], [-22.069, -13.717, 16.968], [-20.715, -14.300, 17.968], [-20.447, -16.289, 16.507], [-21.426, -15.465, 15.341], [-22.703, -17.037, 15.940], [-22.484, -16.138, 18.811], [-21.721, -17.555, 18.104], [-23.670, -18.384, 19.256], [-24.165, -18.344, 17.531], [-26.906, -17.016, 19.505], [-25.887, -18.440, 19.748], [-26.638, -18.165, 18.208], [-20.582, -16.237, 21.212], [-20.194, -17.744, 21.427], [-21.417, -18.514, 21.402], [-20.935, -16.092, 20.191], [-19.802, -15.498, 21.394], [-21.377, -15.973, 21.909], [-19.802, -17.962, 22.421], [-19.480, -18.253, 20.780], [-21.287, -19.373, 21.810], [-24.528, -21.297, 21.626], [-25.404, -21.853, 22.791], [-26.180, -22.879, 22.291], [-23.935, -22.091, 21.173], [-23.969, -20.413, 21.932], [-25.162, -20.938, 20.816], [-25.930, -21.109, 23.388], [-24.708, -22.263, 23.523], [-27.056, -22.493, 22.212], [-30.827, -21.417, 21.932], [-29.702, -21.767, 22.926], [-28.475, -21.372, 22.388], [-30.773, -22.141, 21.118], [-30.697, -20.417, 21.518], [-31.853, -21.484, 22.293], [-29.638, -22.852, 23.008], [-29.898, -21.259, 23.870], [-28.458, -20.431, 22.196], [-28.381, -17.684, 24.429], [-27.417, -18.103, 23.355], [-28.217, -18.656, 22.367], [-28.891, -18.526, 24.895], [-29.191, -17.045, 24.078], [-27.788, -17.080, 25.115], [-26.730, -18.861, 23.729], [-26.891, -17.189, 23.079], [-28.773, -18.034, 21.893], [-20.910, -24.651, 24.742], [-22.274, -24.822, 23.984], [-22.285, -23.784, 23.003], [-20.142, -24.994, 24.049], [-20.938, -25.215, 25.674], [-20.698, -23.606, 24.965], [-23.098, -24.868, 24.696], [-22.283, -25.758, 23.425], [-22.864, -24.016, 22.273], [-19.048, -21.835, 22.765], [-20.139, -21.101, 23.530], [-21.314, -21.135, 22.791], [-18.117, -21.784, 23.329], [-18.933, -21.445, 21.754], [-19.252, -22.896, 22.616], [-19.895, -20.060, 23.743], [-20.202, -21.580, 24.507], [-21.643, -22.035, 22.836], [-24.078, -26.267, 19.374], [-24.431, -24.941, 20.037], [-24.686, -25.160, 21.437], [-24.207, -26.291, 18.292], [-24.710, -27.113, 19.643], [-23.094, -26.646, 19.651], [-25.351, -24.523, 19.627], [-23.675, -24.168, 19.897], [-25.322, -24.492, 21.705]]
}


no.,E_HOMO (eV),LUMO (eV)
1,-7.6,2.0
2,-8.3,0.3